Formula: C5H12N2
Source: OMol25
Level of theory: ωB97M-V/def2-TZVPD

Geometry (Å):
N -3.217904 1.414938 0.691896
C -2.126274 0.610016 1.081254
C -1.168522 0.128337 0.249107
C 0.147380 -0.343089 0.755277
C 1.421852 0.255331 0.206558
C 1.693733 -0.105288 -1.271391
N 1.911012 -1.564216 -1.433389
H -3.929260 0.906638 0.175581
H -3.709218 1.713543 1.525509
H -1.884475 0.401685 2.120471
H -1.570026 -0.263936 -0.694032
H 0.098733 -0.171476 1.840013
H 0.279663 -1.427163 0.647342
H 2.307443 -0.051909 0.765596
H 1.262397 1.337119 0.123286
H 0.884736 0.187433 -1.939493
H 2.612499 0.441918 -1.525302
H 2.782734 -1.724744 -0.928025
H 2.203506 -1.745129 -2.390250

Atomic forces in eV per Å
N -0.91 -0.80 0.79
C 2.23 -0.08 -0.78
C -1.76 -0.78 -0.10
C -0.02 -1.48 1.30
C -0.83 0.69 -1.96
C 0.43 -0.60 0.38
N 0.67 0.44 0.13
H 0.19 -0.02 -0.43
H 0.02 0.18 0.05
H -0.32 1.08 0.38
H 0.73 0.99 -0.54
H 0.32 0.03 -0.04
H -0.31 -0.03 -0.08
H -0.17 0.34 0.31
H 0.58 0.10 0.72
H -0.06 0.20 0.14
H -0.26 0.16 -0.32
H -0.21 -0.41 0.17
H -0.33 0.00 -0.11

Summary:
**E**: -307.16278 Ha
**Frontier orbital gap**: 9.22 eV
**Molecular weight**: 100.2 g mol⁻¹
**Relative energy (zero: lowest compared OMol25 entry of this formula, charge and spin)**: 174.7 kJ/mol
**Multiplicity**: 1


Formula: C22H11Cl6N4NiOS
Source: OMol25
Level of theory: ωB97M-V/def2-TZVPD

Geometry (Å):
Ni -0.090138 -0.430691 0.061408
N 3.770939 0.331504 1.268733
C 4.220788 0.225687 -0.040232
C 5.480670 0.365392 -0.612387
C 5.555670 0.192901 -1.978897
C 4.418636 -0.102391 -2.751827
C 3.173301 -0.234996 -2.177455
C 3.085035 -0.070698 -0.795404
N 1.985567 -0.144762 0.047993
C 2.437564 0.098168 1.251638
C 1.536427 0.110338 2.402454
C 1.783790 0.420173 3.699951
S 0.360215 0.250392 4.620217
C -0.509867 -0.111931 3.204699
N 0.219356 -0.192338 2.129305
H 4.328899 0.554986 2.074387
H 6.357021 0.599589 -0.023690
H 6.513374 0.292058 -2.470977
H 4.528085 -0.219423 -3.821150
H 2.293206 -0.444478 -2.772031
H 2.713945 0.708737 4.160907
H -1.576753 -0.278166 3.217459
O -0.045247 2.409732 0.146485
C -0.585454 1.361927 0.016860
Cl -1.321449 -0.401995 -2.146013
C -2.525278 0.179271 -1.010930
C -2.109113 1.112542 -0.077182
C -3.020936 1.553163 0.870340
Cl -2.507382 2.653134 2.090647
C -4.339127 1.088368 0.852611
Cl -5.460252 1.646607 2.020381
C -4.736109 0.161193 -0.110475
Cl -6.344362 -0.416255 -0.135685
C -3.818749 -0.310516 -1.055142
Cl -4.275708 -1.467759 -2.229939
Cl 2.241427 -5.316344 -1.428724
C 0.941777 -4.520098 -0.629662
C -0.099370 -5.238308 -0.068247
C -1.115091 -4.536938 0.559536
C -1.049905 -3.157369 0.601764
N -0.040897 -2.468184 0.057256
C 0.940605 -3.138177 -0.549817
H -0.109790 -6.318179 -0.124814
H -1.950375 -5.053387 1.010168
H -1.828582 -2.575311 1.080098
H 1.745933 -2.559366 -0.981016

Atomic forces in eV per Å
Ni 0.36 -0.04 0.02
N 0.02 -0.03 -0.05
C 0.03 0.04 0.08
C -0.01 -0.01 0.00
C -0.02 -0.01 -0.02
C 0.03 0.01 0.01
C -0.02 -0.01 0.03
C -0.08 0.02 -0.06
N 0.01 -0.05 -0.11
C -0.03 0.10 0.16
C -0.02 0.14 -0.21
C 0.14 -0.26 0.09
S -0.13 0.34 0.01
C 0.08 -0.30 0.02
N -0.09 0.11 0.05
H 0.00 -0.01 0.00
H 0.00 0.00 0.00
H 0.00 0.00 0.00
H 0.00 0.00 0.00
H 0.00 0.00 0.00
H 0.01 -0.04 0.00
H 0.00 -0.04 0.01
O -0.01 0.14 -0.03
C -0.25 -0.28 0.03
Cl -0.12 0.01 0.02
C -0.03 -0.14 -0.24
C 0.28 0.15 0.13
C -0.07 0.08 0.05
Cl -0.02 0.00 0.00
C 0.08 0.11 0.10
Cl 0.00 -0.02 -0.02
C -0.02 -0.07 -0.07
Cl -0.01 -0.01 0.00
C -0.05 0.07 -0.04
Cl -0.02 -0.01 -0.01
Cl 0.00 0.00 0.00
C 0.02 -0.01 -0.01
C -0.01 -0.03 0.00
C -0.01 0.01 0.00
C 0.00 0.02 -0.01
N -0.02 -0.05 0.01
C -0.02 0.03 0.02
H 0.00 0.00 0.00
H 0.00 0.00 0.00
H 0.01 0.00 0.00
H 0.02 0.01 0.00

Summary:
**E**: -5806.70796 Ha
**Total charge**: +1
**Frontier orbital gap (spin up / spin down)**: 8.04 / 7.94 eV
**Molecular weight**: 650.8 g mol⁻¹
**Relative energy (zero: lowest compared OMol25 entry of this formula, charge and spin)**: 0.0 kJ/mol
**Multiplicity**: 1


Formula: C5H8N2
Source: OMol25
Level of theory: ωB97M-V/def2-TZVPD

Geometry (Å):
C 2.403834 -0.598266 -0.107949
C 1.103184 0.151578 0.070216
C -0.117543 -0.575944 -0.271053
C -1.262174 0.028616 0.100103
N -2.709019 -0.174639 -0.131589
C -2.039236 0.983526 0.658842
N 1.007275 1.353217 0.516617
H 2.439540 -1.461053 0.567004
H 2.484007 -0.978203 -1.131910
H 3.261995 0.048637 0.097923
H -0.087186 -1.555858 -0.736406
H -3.023982 -0.094711 -1.098015
H -3.233410 -0.845016 0.421634
H -2.157652 1.997878 0.297717
H 1.930362 1.720233 0.746872

Atomic forces in eV per Å
C 0.03 0.04 0.00
C -0.02 0.13 0.10
C -0.06 0.03 0.08
C -0.07 0.16 0.02
N -0.28 -0.31 -0.18
C 0.28 0.05 -0.07
N 0.23 -0.26 -0.09
H -0.01 0.11 -0.10
H 0.01 0.03 0.11
H -0.13 -0.11 -0.04
H -0.08 0.19 0.10
H 0.13 -0.01 0.19
H 0.14 0.12 -0.14
H -0.12 -0.14 0.05
H -0.05 -0.04 -0.04

Summary:
**E**: -304.68536 Ha
**Frontier orbital gap**: 7.93 eV
**Molecular weight**: 96.1 g mol⁻¹
**Relative energy (zero: lowest compared OMol25 entry of this formula, charge and spin)**: 394.2 kJ/mol
**Multiplicity**: 1


Formula: CH3OS
Source: OMol25
Level of theory: ωB97M-V/def2-TZVPD

Geometry (Å):
S 0.547298 0.109340 -1.978957
H 1.650777 0.529680 -1.299105
O -0.852037 -0.336033 2.004838
C -0.667459 -0.149253 0.767959
H -0.469302 0.870822 0.260797
H -0.209276 -1.024556 0.244468

Atomic forces in eV per Å
S 0.72 0.24 -0.46
H -0.33 -0.12 -0.23
O -0.37 1.20 -3.24
C 2.18 -0.61 3.83
H -1.12 -1.34 0.62
H -1.08 0.63 -0.51

Summary:
**E**: -513.31648 Ha
**Total charge**: -1
**Frontier orbital gap**: 6.99 eV
**Molecular weight**: 63.1 g mol⁻¹
**Relative energy (zero: lowest compared OMol25 entry of this formula, charge and spin)**: 56.3 kJ/mol
**Multiplicity**: 1


The lowest molecular weight belongs to which entry?
CH3OS


Among the records above, which one has the highest E?
C5H8N2


Which of these has the lowest E?
C22H11Cl6N4NiOS